Record 1
Molecular formula: C3H3NO2S
Method: DFT, ωB97M-V/def2-TZVPD

Each line ends with the Löwdin charge.
Atoms and positions in Å:
O1 1.335 -0.944 2.057  0.094
C1 0.305 -1.302 1.541  -0.338
O2 0.116 -1.311 0.239  -0.170
N1 0.872 -0.811 -0.721  -0.516
S1 0.566 -1.212 -2.200  0.738
H1 -0.634 -1.821 1.893  0.166
C2 -1.101 1.858 -1.093  0.015
C3 -0.166 1.743 -0.335  -0.025
H2 -1.912 1.798 -1.719  0.000
H3 0.620 2.001 0.337  0.037

The calculation puts the total energy at -19573.8894 eV. Its LUMO energy (spin up / spin down) is -1.582 / -1.581 eV. Its total charge is 0. As for the spin multiplicity: 1. For the orbital gap (spin up / spin down), the calculation gives 7.70 / 7.70 eV. Its SMILES is O=CON=S.C#C. The relative energy (zero: lowest compared OMol25 entry of this formula, charge and spin) is 664.48 kJ/mol. As for the maximum force: 0.0951 hartree/bohr.

=====

Record 2
Molecular formula: BH22NO7
Method: DFT, ωB97M-V/def2-TZVPD

Each line ends with the Löwdin charge.
Atoms and positions in Å:
N1 2.787 -1.243 2.446  0.303
H1 2.150 -1.214 1.586  0.137
H2 2.845 -2.202 2.932  0.201
H3 2.218 -0.659 3.018  0.126
H4 3.570 -0.790 2.007  0.146
B1 -0.408 0.994 0.211  -0.401
H5 -0.858 -0.081 -0.377  -0.017
H6 -1.277 1.637 0.786  -0.015
H7 0.212 0.464 1.101  -0.091
H8 0.253 1.656 -0.569  -0.028
O1 -2.246 -3.083 -0.290  -0.105
H9 -2.494 -3.936 0.157  0.074
H10 -1.255 -2.911 -0.068  0.031
O2 2.900 3.080 -0.759  -0.053
H11 2.162 2.802 -0.278  -0.049
H12 2.973 2.385 -1.454  0.056
O3 -3.901 -1.117 -1.047  -0.082
H13 -3.413 -1.865 -0.857  -0.092
H14 -3.156 -0.462 -0.793  0.056
O4 -2.119 2.282 -2.118  -0.127
H15 -3.055 2.202 -1.948  0.010
H16 -1.573 1.631 -1.492  0.008
O5 0.454 -2.568 0.353  -0.150
H17 0.192 -1.610 0.285  -0.013
H18 0.177 -2.889 1.343  0.142
O6 0.468 -0.697 -3.589  -0.124
H19 0.494 -1.172 -2.633  0.097
H20 1.225 -1.046 -4.098  0.023
O7 0.430 3.833 2.087  -0.058
H21 0.039 3.343 2.755  -0.022
H22 0.199 3.242 1.317  0.015

The calculation puts the total energy at -16851.1117 eV. Its LUMO energy is -2.146 eV. Its total charge is 0. As for the spin multiplicity: 1. For the orbital gap, the calculation gives 7.34 eV. The relative energy (zero: lowest compared OMol25 entry of this formula, charge and spin) is 23.44 kJ/mol. As for the maximum force: 0.0879 hartree/bohr.